DFT (wB97M-V/def2-TZVPD) results for a structure of composition C3H8N2OS in a non-equilibrium geometry.

Calculated values
Multiplicity = 1
Electronic energy = -701.8681 hartree
Kohn-Sham gap = 10.068 eV
HOMO = -9.5 eV
E_LUMO = 0.0226 Ha

Structure (XYZ):
```
15
Properties=species:S:1:pos:R:3:forces:R:3
C -1.35323 1.15694 0.90037 3.9 0.5 -4.9
C -0.62427 -0.18264 0.28870 2.1 -1.5 1.8
C 0.79637 0.13776 -0.48848 -3.7 3.2 -0.3
H -0.46007 1.67907 1.53070 -3.0 -1.3 -0.7
H -1.11138 1.83751 -0.25943 -1.9 -1.4 3.8
H -2.46897 1.03199 1.10497 2.0 0.5 0.1
H -0.18229 -0.93120 1.11752 -1.3 2.3 -1.2
H -1.40383 -1.28446 -1.85104 0.2 0.6 -0.9
H 0.18382 1.88571 -1.14900 -0.3 -0.1 0.2
H 2.61547 -0.16942 -0.34688 -0.9 -2.3 -0.3
H 1.11633 -2.44899 0.50389 2.0 2.4 0.7
N 0.99783 1.29669 -1.08394 1.1 -3.7 1.1
N 1.78493 -0.86705 -0.46518 1.4 2.4 1.2
O 1.71515 -1.62770 0.77838 -1.5 -2.0 -1.7
S -1.60585 -1.51420 -0.58056 0.0 0.5 1.3
```
Forces are in eV/Å.

DFT (wB97M-V/def2-TZVPD) results for a structure of composition C3H8N2OS in a non-equilibrium geometry.

Calculated values
Multiplicity = 1
Electronic energy = -701.8241 hartree
Kohn-Sham gap = 9.070 eV
HOMO = -8.6 eV
E_LUMO = 0.0161 Ha

Structure (XYZ):
```
15
Properties=species:S:1:pos:R:3:forces:R:3
C 2.02138 -0.00621 0.42914 1.2 3.3 0.8
C -0.31461 -0.06749 -0.02053 -0.1 4.4 -3.3
C -0.54726 1.44209 -0.23309 1.7 1.4 0.2
H 2.79983 -0.89437 0.48728 -1.4 2.4 0.3
H 1.55020 0.54120 1.63373 1.8 -2.1 -3.6
H 2.38464 0.95410 -0.25997 -0.3 -2.4 2.4
H -0.23904 -2.19491 -0.41710 4.4 1.7 1.8
H 0.21653 2.15681 -0.83863 -1.4 -2.3 1.6
H -1.52471 1.66711 -0.64342 -0.2 -0.5 -0.2
H -0.61295 1.76361 0.80615 0.2 0.9 0.0
H -3.33835 -1.63757 -0.75019 0.6 2.3 2.0
N 0.97040 -0.52987 -0.39552 -2.4 -1.3 1.6
N -1.29520 -0.81925 0.10256 -1.3 -2.8 0.3
O 0.92366 -1.89213 -0.08121 -3.5 -3.0 -1.9
S -2.99452 -0.48312 0.18078 0.6 -2.0 -2.0
```
Forces are in eV/Å.

DFT (wB97M-V/def2-TZVPD) results for a cluster of 2 separate species, C3H8N2OS in total in a non-equilibrium geometry.

Calculated values
Multiplicity = 1
Electronic energy = -701.8206 hartree
Kohn-Sham gap (alpha / beta) = 7.887 / 7.487 eV
HOMO (alpha / beta) = -7.3 / -6.9 eV
E_LUMO (alpha / beta) = 0.0221 / 0.0220 Ha

Structure (XYZ):
```
15
Properties=species:S:1:pos:R:3:forces:R:3
C 0.90213 -1.83921 -1.29750 2.6 -0.8 3.2
C -0.10586 2.33417 0.37702 0.2 2.2 -0.8
C -0.05227 -0.50481 0.66370 1.1 -0.4 -2.1
N 1.97670 -2.42807 -1.00072 -0.8 -0.4 -2.6
N -1.40438 -0.74126 0.72486 0.6 0.2 0.3
O -0.61863 0.76849 -1.55787 -2.0 -0.3 -2.6
S 0.43149 0.81782 -0.57602 0.5 -0.6 4.1
H -0.01693 -1.90373 -1.80053 -0.9 -0.3 -1.5
H -0.55921 2.30970 1.45552 1.0 -0.3 -2.1
H -0.85128 2.83753 -0.41771 1.6 -1.0 2.0
H 0.88584 2.95526 0.32245 -2.0 -0.8 0.6
H 0.76763 -1.06706 1.11688 -0.7 0.2 0.2
H 2.39813 -3.22700 -1.67245 -1.5 1.8 1.5
H -1.86663 -1.66971 0.74396 0.8 1.2 -0.1
H -1.87748 0.04464 0.28630 -0.6 -0.8 -0.1
```
Forces are in eV/Å.

Calculated energy relative to the best compared isomer or geometry (same formula, charge and spin), 131.4; 159.0; 161.2 kcal per mole (same order as the records).